The following is a DFT calculation (ωB97M-V/def2-TZVPD) of the ion C3H6N3O with charge +1 in a non-equilibrium geometry.

Output
E_LUMO (alpha / beta): -6.63 / -6.63 eV
Frontier orbital gap (alpha / beta): 7.7485 / 7.7490 eV
SMILES string: CO/N=C/C=[N+]=N
E: -9712.8307 eV
Spin multiplicity: 1
Total charge: +1

```
13
Properties=species:S:1:pos:R:3:forces:R:3:lowdin_charge:R:1
C 1.5659 -0.9893 0.3254 -2.0 -1.6 0.1 0.006
C 0.1362 -0.6066 0.2740 -2.0 -1.9 0.9 -0.089
C -2.3868 0.4534 -0.0970 0.2 0.1 -3.7 -0.017
N 2.4091 -0.1395 0.0807 1.0 3.2 -1.3 0.036
N 2.7868 0.9823 -0.0651 1.5 -0.5 1.3 0.332
N -0.0857 0.6521 0.3280 1.7 0.1 -0.8 0.016
O -1.2086 1.2569 0.1867 -1.5 0.6 0.7 -0.094
H 1.9591 -1.9807 0.3510 -0.2 -0.8 0.9 0.155
H -0.6384 -1.4551 0.4548 1.5 1.5 -0.9 0.162
H -3.3394 1.1022 -0.2986 2.1 -1.2 1.1 0.150
H -2.3893 -0.3986 0.5415 -0.9 -0.2 1.0 0.059
H -2.0887 -0.0049 -1.1235 -0.8 0.6 1.3 0.124
H 3.2798 1.1277 -0.9578 -0.7 0.2 -0.6 0.160
```
Positions in Å, forces in eV/Å.

The following is a DFT calculation (ωB97M-V/def2-TZVPD) of the ion C3H6N3O with charge +1 in a non-equilibrium geometry.

Output
E_LUMO (alpha / beta): -3.64 / -7.96 eV
Frontier orbital gap (alpha / beta): 9.6189 / 6.3272 eV
E: -9712.1995 eV
Spin multiplicity: 3
Total charge: +1

```
13
Properties=species:S:1:pos:R:3:forces:R:3:lowdin_charge:R:1
C 1.3449 0.6722 -0.0500 -6.3 1.9 -2.9 -0.202
C -1.0676 -0.4309 0.4851 -2.3 -1.9 -0.1 -0.088
C -0.0968 -0.1562 -0.5980 2.2 3.4 1.0 -0.153
N 3.2236 -0.7920 -0.0754 0.6 -2.3 1.7 0.261
N 2.4115 0.0832 0.0487 4.0 0.4 0.9 0.069
N -1.1320 0.7603 -0.3438 -0.7 2.3 0.1 -0.033
O 1.3560 2.0015 -0.0542 -1.4 -1.1 0.7 0.183
H -1.9257 -1.1452 0.2978 1.4 0.5 0.0 0.137
H -0.7944 -0.4848 1.5782 -0.1 0.9 -1.3 0.137
H 0.1056 -0.3702 -1.6223 0.0 -1.5 -0.4 0.141
H 3.7592 -1.0683 0.7934 0.2 0.2 -1.4 0.185
H -1.8626 1.0742 -1.0598 1.2 -1.5 1.6 0.179
H 0.4037 2.3764 -0.1049 1.2 -1.1 0.1 0.183
```
Positions in Å, forces in eV/Å.

The following is a DFT calculation (ωB97M-V/def2-TZVPD) of the ion C3H6N3O with charge +1 in a non-equilibrium geometry.

Output
E_LUMO (alpha / beta): -3.56 / -8.80 eV
Frontier orbital gap (alpha / beta): 7.4419 / 6.2883 eV
E: -9710.3488 eV
Spin multiplicity: 3
Total charge: +1

```
13
Properties=species:S:1:pos:R:3:forces:R:3:lowdin_charge:R:1
C -0.1534 1.1495 0.2054 7.9 3.8 0.4 0.029
C 1.2883 1.1930 0.1621 -4.3 1.3 -0.5 0.087
C -1.9070 -0.5220 -0.0725 -0.7 1.0 -1.0 0.049
N 0.4134 -0.9453 0.0405 -3.3 -6.0 0.2 0.093
N -0.5260 -0.0939 0.1571 -5.8 -1.4 0.3 -0.170
N 1.4418 -0.1754 -0.0272 9.0 1.9 -1.1 -0.205
O 2.5887 -0.8358 -0.1691 -2.7 -3.1 1.0 0.189
H -0.6840 2.0030 0.3839 -2.0 1.6 0.2 0.120
H 1.9854 2.0059 -0.1280 -0.5 -1.0 0.5 0.150
H -2.7292 0.1992 0.3043 1.8 -1.2 -0.2 0.145
H -2.0014 -0.5448 -1.1915 -0.2 -0.3 0.9 0.125
H -1.9341 -1.5165 0.3358 -0.6 -0.3 0.1 0.094
H 2.2174 -1.9169 -0.0008 1.5 3.8 -0.7 0.294
```
Positions in Å, forces in eV/Å.

The following is a DFT calculation (ωB97M-V/def2-TZVPD) of the ion C3H6N3O2S with charge -1 in a non-equilibrium geometry.

Output
E_LUMO: 3.23 eV
Frontier orbital gap: 6.2435 eV
SMILES string: CN/N=C(S)/N=C(/[O-])O
E: -22608.5838 eV
Spin multiplicity: 1
Total charge: -1

```
15
Properties=species:S:1:pos:R:3:forces:R:3:lowdin_charge:R:1
C -1.0824 -0.1790 0.6581 1.1 1.4 -2.1 -0.722
C -0.1688 -1.9650 1.9721 -1.8 0.0 2.0 -0.661
C 1.4579 1.0452 -1.7620 -0.7 -1.1 3.0 -0.107
N -1.1329 -1.0913 1.5912 -1.6 -0.3 0.1 0.029
N -0.1349 0.0248 -0.2264 0.5 -1.7 1.4 -0.088
N 0.2260 1.1309 -0.9338 -0.8 0.9 -1.1 -0.183
O 1.0234 -1.8278 1.3949 1.4 -2.2 1.4 0.083
O -0.3994 -2.7713 2.8998 1.3 0.8 -1.7 -0.037
S -2.5728 1.0148 0.6884 0.1 0.0 0.1 0.599
H 2.2912 1.5160 -1.1940 -0.2 0.0 -0.6 0.060
H 1.6506 -0.0527 -1.6810 0.1 0.8 -0.7 0.077
H 1.3876 1.4219 -2.7723 -0.2 0.0 -0.2 0.047
H 0.9388 -1.1958 0.7061 -0.3 1.6 -1.6 0.020
H -0.3439 1.9560 -0.7810 0.4 0.0 -0.3 0.074
H -3.1404 0.9733 -0.5602 0.8 -0.3 0.4 -0.189
```
Positions in Å, forces in eV/Å.

The following is a DFT calculation (ωB97M-V/def2-TZVPD) of a structure of composition C3H6N3O4 in a non-equilibrium geometry.

Output
E_LUMO: 3.44 eV
Frontier orbital gap: 8.0460 eV
E: -15865.5168 eV
Spin multiplicity: 1
Total charge: -1

```
16
Properties=species:S:1:pos:R:3:forces:R:3:lowdin_charge:R:1
C -0.0273 1.7458 0.0113 -1.4 4.1 3.6 -0.491
C -0.5691 -0.5019 -0.7247 -1.4 0.2 -0.3 -0.206
C 0.4080 0.3849 0.0080 -0.7 -4.0 3.2 -0.346
N 1.7369 0.1994 -0.3749 -1.3 1.5 -1.6 0.074
N 2.3086 -0.8323 0.0793 3.3 0.2 0.5 -0.568
N -1.8616 -0.5760 0.0443 2.1 -0.5 1.7 -0.021
O 0.6535 2.7368 0.1069 0.5 -0.4 -1.2 0.095
O 1.9747 -1.4548 1.0841 -2.1 -1.3 1.4 -0.079
O -1.3670 1.9615 0.3570 1.3 0.4 -1.0 0.033
O 3.4392 -1.0925 -0.3858 0.4 -0.3 -0.9 -0.098
H 0.0195 -1.3888 -0.8392 -0.4 -1.1 -0.3 0.101
H -0.8261 -0.0527 -1.6687 0.1 -0.1 -0.7 0.115
H 0.1659 -0.2395 1.2543 1.1 2.4 -2.7 0.226
H -1.8003 1.1032 0.3845 -0.6 -0.9 -0.1 0.009
H -1.5628 -0.9803 0.9631 -0.9 0.3 -1.0 0.091
H -2.6921 -1.0128 -0.2995 0.1 -0.6 -0.7 0.064
```
Positions in Å, forces in eV/Å.

The following is a DFT calculation (ωB97M-V/def2-TZVPD) of the molecule C3H6N3P in a non-equilibrium geometry.

Output
E_LUMO: 0.93 eV
Frontier orbital gap: 9.2883 eV
SMILES string: [H]/N=C/P(/C=N/[H])/C=N/[H]
E: -16963.5135 eV
Spin multiplicity: 1

```
13
Properties=species:S:1:pos:R:3:forces:R:3:lowdin_charge:R:1
C 0.2075 1.6707 -0.6564 -2.4 -1.0 -0.6 -0.516
C -1.3134 -1.0150 -0.7965 3.7 1.5 -2.8 -0.330
C 1.3355 -0.8236 -0.1747 1.3 0.5 -1.6 -0.492
N 1.0483 2.1982 0.0622 3.5 0.7 1.5 0.009
N -1.7897 -0.4890 0.1613 -2.3 2.0 3.2 0.046
N 0.9872 -1.9993 0.0362 -1.0 -1.9 0.8 -0.009
P 0.4533 0.0301 -1.6038 -1.3 -0.3 2.2 0.947
H -0.8020 2.0689 -0.6498 -0.6 0.0 -0.6 0.048
H -1.3888 -1.8952 -1.3485 -0.7 -1.6 -0.6 0.032
H 2.2767 -0.4092 0.1852 -0.2 0.5 0.4 0.060
H 0.9281 3.0526 0.6337 -0.8 -0.7 -0.9 0.064
H -2.6003 -0.8166 0.7055 0.5 -0.5 -0.6 0.079
H 1.4632 -2.5770 0.7445 0.3 0.8 -0.4 0.061
```
Positions in Å, forces in eV/Å.

The following is a DFT calculation (ωB97M-V/def2-TZVPD) of a cluster of 2 separate species, C3H6N3S in total in a non-equilibrium geometry.

Output
E_LUMO: -4.04 eV
Frontier orbital gap: 9.7546 eV
E: -18503.6863 eV
Spin multiplicity: 1
Total charge: +1

```
13
Properties=species:S:1:pos:R:3:forces:R:3:lowdin_charge:R:1
C -0.2794 0.6378 -2.4888 0.5 0.3 0.3 0.076
C 1.2588 0.5453 1.1383 1.2 1.2 0.7 -0.794
C -0.1733 -1.4850 0.7673 0.5 1.7 -0.5 -0.034
N -0.0799 1.1779 -1.5034 -0.7 -0.2 -0.8 0.107
N 1.1987 1.6944 0.6686 2.0 6.0 -0.3 0.191
N 0.9897 -0.6162 0.7411 -0.8 -3.8 -1.6 -0.244
S 1.9079 -0.5076 2.2690 1.1 -0.2 1.5 1.097
H -0.3050 0.1513 -3.4298 -0.3 -0.2 -0.4 0.086
H 0.2097 -2.4492 0.8044 0.1 -1.8 0.1 0.086
H -0.8389 -1.2836 -0.0168 -0.4 0.0 -1.8 0.074
H -0.7142 -1.1474 1.5772 -1.3 -0.2 2.4 0.073
H 0.6296 1.8539 -0.2110 0.5 -0.4 0.8 0.054
H 1.9408 2.4825 0.9480 -2.5 -2.4 -0.3 0.227
```
Positions in Å, forces in eV/Å.

The following is a DFT calculation (ωB97M-V/def2-TZVPD) of the ion C3H6N3S with charge +1 in a non-equilibrium geometry.

Output
E_LUMO: -5.61 eV
Frontier orbital gap: 9.5775 eV
SMILES string: C[N@@+]1(S)C=CN=N1
E: -18502.4273 eV
Spin multiplicity: 1
Total charge: +1

```
13
Properties=species:S:1:pos:R:3:forces:R:3:lowdin_charge:R:1
C 0.3100 1.9881 0.1640 0.2 -2.1 -0.3 0.014
C 0.6137 0.9084 -0.5799 1.4 0.7 -1.6 -0.113
C -0.9703 -1.1829 -0.5811 2.8 3.7 -3.3 0.080
N -0.4011 1.4971 1.3292 -0.1 1.6 -0.8 0.112
N -0.5461 0.2981 1.2875 0.4 -0.8 1.7 0.059
N 0.1901 -0.2331 0.1396 -2.3 -2.8 -1.5 -0.536
S 1.6291 -1.2736 0.5956 -0.1 0.5 -0.2 0.938
H 0.5451 3.0090 -0.0147 -0.1 0.6 0.1 0.119
H 1.1761 0.7247 -1.5636 -1.0 0.7 1.8 0.177
H -0.5846 -1.4917 -1.5488 1.0 -1.1 0.6 0.102
H -1.3283 -1.8269 0.0878 -0.8 -2.8 2.7 0.046
H -1.7455 -0.6143 -1.0326 -1.0 1.6 0.8 0.093
H 1.1120 -1.8029 1.7171 -0.4 0.1 0.0 -0.091
```
Positions in Å, forces in eV/Å.

The following is a DFT calculation (ωB97M-V/def2-TZVPD) of the molecule C3H6N4 in a non-equilibrium geometry.

Output
E_LUMO: 0.02 eV
Frontier orbital gap: 9.0924 eV
SMILES string: [H]/N=C(\N=N\[H])NC=C
E: -9166.1138 eV
Spin multiplicity: 1

```
13
Properties=species:S:1:pos:R:3:forces:R:3:lowdin_charge:R:1
N 0.2340 -0.4526 0.2432 3.9 0.0 -1.0 0.053
C -0.8149 0.3252 -0.0468 -3.2 2.3 1.0 -0.486
C 1.6528 0.0832 0.1110 -2.0 -0.4 0.7 -0.135
C 2.7373 -0.6504 -0.1176 -0.5 -0.2 0.1 -0.005
N -2.1468 -0.4866 0.0021 -0.2 0.0 -0.3 0.004
N -3.1378 0.2503 0.0337 1.0 -0.1 -0.3 0.036
N -0.8911 1.6006 -0.1019 0.8 -1.4 -0.2 0.113
H 0.1629 -1.4341 0.0164 -0.3 0.0 0.1 0.120
H -4.0303 -0.2750 -0.0137 0.7 -0.3 0.2 0.077
H -1.8930 1.8246 -0.1092 0.3 0.1 -0.2 0.019
H 1.7153 1.1438 0.3477 -0.2 -0.3 -0.1 0.097
H 2.6807 -1.7093 -0.3490 0.0 0.0 0.1 0.052
H 3.7309 -0.2195 -0.0160 -0.3 0.1 -0.2 0.055
```
Positions in Å, forces in eV/Å.

In the order shown, the computed energy relative to the best compared isomer or geometry (same formula, charge and spin) values come out to 136.0 55.0 97.7 0.0 17.8 88.7 70.9 100.0 63.2 kcal/mol.